Molecular formula: C18H32AsF24N7O16S6
Method: DFT, ωB97M-V/def2-TZVPD

Atoms and positions in Å:
C: -2.03127 2.00304 -0.73396
C: -2.21427 1.30684 0.62111
O: -1.96178 1.74466 1.66256
N: -2.40926 -0.09032 0.64210
H: -2.65096 -0.54254 -0.29586
H: -1.50016 -0.57964 0.67009
C: -3.35664 -0.72943 1.68449
H: -2.94291 2.66454 -0.81663
H: -2.04045 1.31104 -1.54576
H: -1.17524 2.68954 -0.76714
H: -3.75652 -1.58713 1.13243
H: -4.11547 0.01850 1.87144
H: -2.78274 -1.02571 2.58977
C: 0.44298 -2.98311 -5.73961
C: 1.11744 -1.67329 -5.80945
O: 2.00502 -1.30534 -6.44381
N: 0.52320 -0.57719 -4.76920
H: -0.46862 -0.66831 -4.53584
H: 1.00399 -0.72206 -3.81764
C: 0.81928 0.79328 -5.16551
H: -0.68881 -2.90428 -5.73882
H: 0.74874 -3.41021 -4.81745
H: 0.76794 -3.53583 -6.68030
H: 1.89308 0.96022 -5.09514
H: 0.37645 1.43511 -4.43620
H: 0.35938 1.09370 -6.10768
C: 4.72495 0.45450 1.10340
C: 3.71579 1.48088 1.57157
O: 3.47987 1.74571 2.67898
N: 3.05709 2.25501 0.31755
H: 3.79909 2.74328 -0.23024
H: 2.79907 1.38143 -0.25096
C: 1.87231 3.00129 0.59631
H: 4.17595 -0.51685 1.22964
H: 5.53253 0.29971 1.82157
H: 5.07727 0.44916 0.08626
H: 1.26000 2.43726 1.27604
H: 1.29022 3.21427 -0.31052
H: 2.17163 3.96491 1.02991
C: 2.19921 -1.63791 3.70061
C: 2.12788 -1.22883 5.14436
O: 3.00164 -0.73973 5.72922
N: 0.89763 -1.61108 5.91348
H: 0.27522 -0.80941 6.02489
H: 0.31423 -2.35312 5.43374
C: 1.01903 -2.07474 7.32816
H: 1.27919 -2.06546 3.22957
H: 2.98987 -2.33356 3.60348
H: 2.53367 -0.78323 3.14651
H: 1.37486 -3.07113 7.24137
H: -0.01866 -2.22847 7.58026
H: 1.73392 -1.38649 7.88130
C: -4.60004 -0.07745 -4.81997
F: -5.82436 -0.11600 -4.40232
F: -4.40419 -0.90371 -5.84806
F: -4.32692 1.19331 -5.26459
S: -3.24935 -0.34094 -3.56773
O: -2.10879 0.38145 -4.14083
O: -3.75831 0.21479 -2.33727
N: -2.91936 -1.91413 -3.63600
S: -2.99066 -2.83376 -2.39710
O: -1.89206 -3.77556 -2.43790
O: -3.33474 -2.19570 -1.13572
C: -4.60259 -3.73954 -2.75611
F: -4.69297 -4.31035 -4.01485
F: -4.77189 -4.66268 -1.78918
F: -5.52125 -2.78684 -2.75355
C: -3.80890 0.50867 6.53266
F: -3.57949 1.69131 7.13838
F: -4.01055 -0.37544 7.46682
F: -4.82135 0.57997 5.77444
S: -2.30760 -0.13598 5.64955
O: -1.85879 0.79134 4.62478
O: -1.36294 -0.25398 6.73704
N: -2.86838 -1.45872 5.00617
S: -2.57145 -2.95624 5.47620
O: -1.20765 -3.38383 5.31829
O: -3.16529 -3.33534 6.70420
C: -3.41912 -3.78923 4.01088
F: -4.74600 -3.84894 4.44892
F: -3.39163 -3.14786 2.87640
F: -2.99463 -5.03766 3.81182
C: 3.61359 6.73066 -2.98682
F: 4.16440 6.95767 -4.14072
F: 4.58531 6.76649 -2.09199
F: 2.75317 7.74986 -2.73668
S: 2.72222 5.11781 -2.89821
O: 2.60769 4.95769 -1.47032
O: 1.66909 4.98649 -3.84635
N: 4.02671 4.36436 -3.44564
S: 4.09596 2.91685 -2.89524
O: 4.98126 2.64676 -1.76528
O: 2.76713 2.32525 -2.72597
C: 4.95491 2.28255 -4.35326
F: 4.48572 0.98327 -4.35756
F: 4.54806 2.88617 -5.47595
F: 6.24943 2.43706 -4.18854
As: 1.18785 -1.23631 -0.17442
F: 2.46957 -1.86638 0.93599
F: 1.06003 0.24709 0.68744
F: 0.00159 -0.55543 -1.29090
F: 1.17819 -2.64512 -1.24781
F: -0.14184 -1.87156 0.76198
F: 2.48533 -0.43566 -1.00354

Properties
E ... -9313.87508 Eh
Charge ... 0
Strongest force on any atom ... 5.4 eV/A
Orbital gap ... 9.586 eV

Mulliken population analysis, charges in e, atoms 1 to 99: -0.29, 0.58, -0.47, 1.08, 0.08, -0.29, -0.42, 0.36, -0.26, 0.21, 0.29, 0.39, 0.07, -1.04, 0.79, -0.38, 0.51, -0.03, 0.13, -1.14, 0.28, 0.31, 0.33, 0.42, 0.39, 0.42, -0.76, 0.80, -0.46, 0.53, 0.43, -0.27, -0.97, 0.08, 0.46, 0.23, 0.47, 0.19, 0.43, -0.14, 0.40, -0.46, 0.26, 0.20, 0.40, -0.92, 0.15, 0.45, -0.29, 0.44, 0.34, 0.31, 0.36, -0.16, -0.21, -0.22, 1.15, -0.78, -0.62, -0.42, 1.09, -0.69, -0.71, 0.47, -0.23, -0.18, -0.21, 0.60, -0.22, -0.23, -0.20, 1.05, -0.56, -0.92, -0.38, 1.11, -0.86, -0.61, 0.57, -0.26, -0.16, -0.20, 0.61, -0.22, -0.23, -0.23, 1.12, -0.60, -0.65, -0.53, 1.10, -0.95, -0.43, 0.47, -0.20, -0.21, -0.18, 1.87, -0.46